Entry 1:
An isolated molecule of C5H9N3, computed with the ωB97M-V functional and the def2-TZVPD basis.

ORCA input file:
```
! wB97M-V def2-TZVPD RIJCOSX def2/J DEFGRID3
* xyz 0 1
H 2.50909 0.40312 1.20952
N 1.68406 -0.19725 1.12021
C 0.82484 0.30542 0.31144
C 1.10828 1.49231 -0.57169
C -0.82522 -0.06812 0.55087
C -1.74625 0.78639 0.93451
C -0.52798 -1.11359 -0.41669
N 0.06528 -2.31983 -0.05310
N -1.29779 -1.13007 -1.50515
H -1.10489 -0.31866 -2.09893
H 1.58084 1.15388 -1.49736
H 1.79581 2.17701 -0.06900
H 0.19267 2.02041 -0.84141
H -1.50228 1.55928 1.65887
H -2.77695 0.66281 0.61268
H -0.56268 -3.10480 -0.16578
H 0.58319 -2.30830 0.82100
*
```

As for the SMILES: [H]/N=C(\C)C(=C)/C(N)=N\[H]. The calculation puts the energy above the lowest of the compared OMol25 structures with the same formula, charge and spin at 112.4 kcal per mole. The calculation puts the energy at -360.01811 Eh.

***

Entry 2:
An isolated molecule of C5H9N3, computed with the ωB97M-V functional and the def2-TZVPD basis.

ORCA input file:
```
! wB97M-V def2-TZVPD RIJCOSX def2/J DEFGRID3
* xyz 0 1
C 2.47203 -0.22804 -0.39959
C 1.49473 0.15693 0.58047
C 0.01374 -0.31242 0.62974
N -0.96006 -1.08484 -0.11012
C -1.92209 0.03540 -0.13218
N -3.21967 -0.07579 0.03460
N -1.26794 1.23725 0.07218
C 0.22007 0.84669 -0.19149
H 2.86454 0.77610 -0.69699
H 3.36933 -0.75081 0.14422
H 1.93416 -1.04039 -1.14889
H 2.02219 0.66857 1.47407
H -0.66886 0.15644 1.51479
H -1.64348 -1.87790 0.32858
H -3.43428 -0.98817 -0.32576
H -1.72352 1.97776 -0.55412
H 0.44911 0.50323 -1.21950
*
```

As for the SMILES: CC1[C@@H]2NC(=N)N[C@@H]12. The calculation puts the energy above the lowest of the compared OMol25 structures with the same formula, charge and spin at 153.6 kcal per mole. The calculation puts the energy at -359.95242 Eh.

***

Entry 3:
An isolated molecule of C5H9N3, computed with the ωB97M-V functional and the def2-TZVPD basis.

ORCA input file:
```
! wB97M-V def2-TZVPD RIJCOSX def2/J DEFGRID3
* xyz 0 1
H -1.87587 2.11975 -0.48669
N -2.49420 1.33743 -0.26808
C -1.91080 0.26063 -0.14710
C -2.58519 -1.06543 0.18911
N -0.50764 0.03711 -0.22887
C 0.34630 0.39344 0.62514
N 1.64250 -0.12688 0.58430
C 2.14868 -0.54799 -0.71506
C 2.79869 0.55257 0.05933
H -2.41189 -1.37955 1.25342
H -3.67958 -0.88640 -0.02931
H -2.10598 -1.81240 -0.44721
H -0.03594 0.76782 1.57589
H 1.61915 -0.22210 -1.56348
H 2.72103 -1.46032 -0.76977
H 2.69735 1.55941 -0.34504
H 3.63340 0.47290 0.71341
*
```

As for the SMILES: [H]/N=C(C)\N=C\N1CC1. The calculation puts the energy above the lowest of the compared OMol25 structures with the same formula, charge and spin at 56.7 kcal per mole. The calculation puts the energy at -360.10698 Eh.

***

Entry 4:
The ion C5H9N3 with charge +2, computed with the ωB97M-V functional and the def2-TZVPD basis.

ORCA input file:
```
! wB97M-V def2-TZVPD RIJCOSX def2/J DEFGRID3
* xyz 2 1
C 0.92606 -1.75002 0.14364
C 0.21343 -0.74795 -0.62650
C 0.62077 -0.23324 1.64817
C 0.85628 0.39289 2.97542
C -1.02963 0.34978 -2.59134
N 0.99270 -1.46814 1.40230
N -0.10181 0.28579 0.66706
N -0.15247 -0.54718 -1.85556
H 1.49111 -2.71240 -0.22524
H 0.83280 1.53126 2.84582
H 1.81464 0.07922 3.44373
H -0.01253 0.04941 3.51486
H -0.45700 1.16319 -3.06277
H -1.23496 -0.23456 -3.51330
H -1.81301 0.72929 -1.79998
H -0.56371 1.25146 0.66497
H 0.34799 -1.00022 -2.61951
*
```

The calculation puts the energy above the lowest of the compared OMol25 structures with the same formula, charge and spin at 67.6 kcal per mole. The calculation puts the energy at -359.39159 Eh.

***

Question: energy of number 1 (C5H9N3)?
Answer: -360.01811 Eh